Formula: C4H9N4
Source: the Open Molecules 2025 dataset
Level of theory: the ωB97M-V functional and the def2-TZVPD basis

## Properties
Frontier orbital gap = 9.5 eV
Electronic energy = -10245.9505 eV
Total charge = +1
Relative energy (zero: lowest compared OMol25 entry of this formula, charge and spin) = 2.048 eV

Bonds (Å) are listed after each position.
Positions of all 17 atoms, in Å:
1 C 0.484 -0.302 -2.040  C2 1.424, N5 1.286, H9 1.104
2 C -0.100 -0.164 -0.748  C1 1.424, C3 1.449, C4 1.493
3 C 0.954 -0.106 0.243  C2 1.449, N6 1.399, N7 1.380
4 C -1.524 0.205 -0.496  C2 1.493, N8 1.529, H10 1.100, H11 1.143
5 N 1.752 -0.397 -1.855  C1 1.286, N6 1.333
6 N 2.082 -0.239 -0.574  C3 1.399, N5 1.333, H12 0.950
7 N 0.910 -0.269 1.613  C3 1.380, H13 1.020, H14 1.139
8 N -1.478 0.657 0.964  C4 1.529, H15 1.020, H16 1.076, H17 1.040
9 H 0.001 -0.759 -2.922  C1 1.104
10 H -1.723 1.122 -1.069  C4 1.100
11 H -2.279 -0.604 -0.784  C4 1.143
12 H 2.996 -0.100 -0.353  N6 0.950
13 H 0.659 -1.232 1.836  N7 1.020
14 H 1.864 0.087 2.123  N7 1.139
15 H -1.681 1.645 1.117  N8 1.020
16 H -0.635 0.219 1.470  N8 1.076
17 H -2.281 0.236 1.473  N8 1.040